1.
Below is a structure of composition C33H37BrINO4Si2Sr, with properties calculated with the ωB97M-V functional and the def2-TZVPD basis.

```
80
C33H37BrINO4Si2Sr | OMol25 | the ωB97M-V functional and the def2-TZVPD basis
Sr -0.1523 0.0910 0.1623
C -2.2119 -4.7527 -1.2013
C -3.2426 -3.8145 -0.5765
C -3.7118 -2.7882 -1.6150
C -2.7360 -3.1316 0.6835
C -3.5424 -2.1966 1.3326
C -3.1364 -1.5839 2.5053
C -1.9118 -1.8907 3.0921
C -1.5193 -1.2426 4.3924
C -1.0924 -2.7993 2.4395
C -1.4930 -3.4059 1.2505
H -2.6080 -5.1803 -2.1238
H -1.9552 -5.5746 -0.5285
H -1.3042 -4.2030 -1.4554
H -4.1096 -4.4185 -0.2792
H -2.8827 -2.1287 -1.8827
H -4.5361 -2.1768 -1.2437
H -4.0524 -3.2963 -2.5199
H -4.5066 -1.9331 0.9135
H -3.7738 -0.8392 2.9702
H -1.6513 -0.1617 4.3265
H -0.4760 -1.4420 4.6312
H -2.1472 -1.6128 5.2080
H -0.1111 -3.0169 2.8454
H -0.8085 -4.0864 0.7638
C 3.7689 -2.7992 -0.1800
Si 2.7878 -1.2080 -0.6996
C 4.1707 0.1040 -0.3720
C 2.8652 -1.3727 -2.6355
C 4.1346 -1.4654 -3.2273
C 4.3213 -1.5349 -4.6013
C 3.2075 -1.5102 -5.4323
C 1.9423 -1.4333 -4.8663
C 1.7297 -1.3719 -3.4803
Si -0.1251 -1.3583 -2.8638
C -0.9149 -0.0438 -4.0434
C -0.6989 -2.9491 -3.8367
H 4.7635 -2.8337 -0.6485
H 3.2300 -3.7081 -0.4693
H 3.9070 -2.8248 0.9067
H 5.1301 -0.1359 -0.8540
H 4.3479 0.1619 0.7087
H 3.8594 1.0987 -0.7063
H 5.0147 -1.4758 -2.5888
H 5.3220 -1.6001 -5.0188
H 3.3237 -1.5532 -6.5117
H 1.0875 -1.4220 -5.5369
H -0.6684 -0.1950 -5.1039
H -0.6085 0.9675 -3.7579
H -2.0068 -0.0845 -3.9471
H -0.4808 -2.8463 -4.9078
H -1.7746 -3.1262 -3.7380
H -0.1776 -3.8462 -3.4835
I 2.6090 6.1778 5.7576
C 1.6858 4.5255 4.8270
C 2.4234 3.3730 4.6057
C 1.8067 2.2973 3.9786
C 0.4796 2.3755 3.5774
C -0.2344 3.5442 3.8056
C 0.3609 4.6269 4.4357
C -0.1557 1.2302 2.8109
O -1.2793 1.4475 2.2921
O 0.5163 0.1747 2.6642
H 3.4621 3.3182 4.9011
H 2.3530 1.3872 3.7654
H -1.2573 3.5967 3.4546
H -0.1889 5.5439 4.5993
Br 0.3856 7.5214 1.9658
C -0.6788 6.3141 0.9388
C -1.9538 6.7016 0.5665
N -2.7592 5.9068 -0.1355
C -2.2896 4.6998 -0.4682
C -1.0200 4.2426 -0.1388
C -0.1866 5.0755 0.5874
C -0.5690 2.8381 -0.4942
O -1.4221 2.0440 -0.9611
O 0.6193 2.5423 -0.2158
H -2.3414 7.6757 0.8425
H -2.9508 4.0451 -1.0220
H 0.7998 4.7263 0.8643
```

Calculated values
- Gap between HOMO and LUMO: 3.523 eV
- Energy relative to the best compared isomer or geometry (same formula, charge and spin): 11.4 kJ/mol
- DFT total energy: -5117.023936 hartree
- HOMO: -0.31 eV
- Net charge: -2

Charges in e, computed with Löwdin, in the same order as the atoms: Sr 1.190; C -0.092; C -0.375; C -0.079; C -0.205; C -0.042; C -0.047; C -0.291; C -0.056; C -0.045; C -0.033; H 0.075; H 0.074; H 0.059; H 0.131; H 0.046; H 0.062; H 0.073; H 0.103; H 0.115; H 0.067; H 0.076; H 0.075; H 0.116; H 0.103; C -0.311; Si 0.505; C -0.308; C -0.333; C -0.144; C -0.135; C -0.134; C -0.147; C -0.328; Si 0.507; C -0.302; C -0.300; H -0.006; H -0.006; H -0.011; H -0.009; H -0.006; H 0.001; H 0.070; H 0.078; H 0.078; H 0.067; H -0.007; H -0.001; H -0.002; H -0.004; H -0.019; H 0.004; I 0.765; C -0.725; C -0.151; C -0.006; C -0.117; C -0.021; C -0.176; C -0.706; O -0.075; O -0.141; H 0.086; H 0.120; H 0.120; H 0.076; Br 0.690; C -0.653; C -0.220; N 0.058; C -0.073; C -0.098; C -0.052; C -0.690; O -0.124; O -0.110; H 0.089; H 0.117; H 0.123

***

2.
Below is a structure of composition C33H37ClN2O3PtSi, with properties calculated with the ωB97M-V functional and the def2-TZVPD basis.

```
78
C33H37ClN2O3PtSi | OMol25 | the ωB97M-V functional and the def2-TZVPD basis
Pt -0.4291 -1.0461 -1.7445
C 1.5476 -0.8331 -1.4422
Si 1.9622 -0.1727 0.2528
C 0.7893 -0.8556 1.5532
N -0.5999 -0.8763 1.0831
C -1.3478 -2.0536 1.5059
C -1.7584 -2.0631 2.9816
C -2.2505 -0.6694 3.4235
C -2.5737 0.1948 2.2088
C -1.3159 0.3903 1.3705
C 2.0292 1.6938 0.3339
C 2.1947 2.3305 1.5702
C 2.3430 3.7078 1.6602
C 2.3462 4.4787 0.5035
C 2.1876 3.8694 -0.7334
C 2.0199 2.4898 -0.8161
C 3.6667 -0.7994 0.7536
C 4.7925 0.0299 0.7613
C 6.0586 -0.4729 1.0438
C 6.2248 -1.8213 1.3250
C 5.1231 -2.6673 1.3179
C 3.8627 -2.1585 1.0327
H 2.1082 -1.7652 -1.5411
H 1.8908 -0.1650 -2.2409
H 0.8908 -0.3108 2.5077
H 1.1200 -1.8809 1.7604
H -0.7381 -2.9325 1.2827
H -2.2393 -2.1270 0.8733
H -0.9204 -2.3881 3.6029
H -2.5501 -2.8082 3.1111
H -1.4701 -0.1637 4.0003
H -3.1160 -0.7612 4.0811
H -2.9448 1.1782 2.5071
H -3.3671 -0.2704 1.6107
H -0.6389 1.0563 1.9182
H -1.5605 0.9028 0.4421
H 2.2269 1.7392 2.4816
H 2.4680 4.1785 2.6277
H 2.4747 5.5524 0.5688
H 2.1958 4.4674 -1.6378
H 1.8752 2.0313 -1.7884
H 4.6805 1.0879 0.5454
H 6.9155 0.1895 1.0420
H 7.2094 -2.2135 1.5474
H 5.2470 -3.7220 1.5314
H 3.0170 -2.8426 1.0213
C -0.8941 5.7798 -1.4994
O -2.2186 5.2776 -1.3480
C -2.3993 3.9489 -1.4945
C -3.7431 3.5131 -1.3710
C -3.9982 2.1857 -1.4977
C -2.9817 1.2197 -1.7433
C -3.3499 -0.1588 -1.8341
C -4.7991 -0.5757 -1.7282
O -2.5423 -1.0958 -2.0069
C -1.6308 1.6688 -1.8639
O -0.6112 0.9239 -2.1193
C -1.3800 3.0607 -1.7276
H -0.9745 6.8613 -1.4534
H -0.4707 5.4866 -2.4615
H -0.2470 5.4201 -0.6970
H -4.5226 4.2386 -1.1825
H -5.0252 1.8563 -1.4066
H -5.4150 -0.0953 -2.4889
H -5.2024 -0.3056 -0.7510
H -4.8554 -1.6535 -1.8527
H -0.3475 3.3679 -1.8012
Cl 2.2145 -6.0619 -1.8556
C 0.7281 -5.1905 -1.7083
C -0.4349 -5.8306 -1.3406
C -1.5864 -5.0769 -1.2658
C -1.5313 -3.7177 -1.5318
N -0.3905 -3.0999 -1.8656
C 0.7200 -3.8308 -1.9691
H -0.4342 -6.8938 -1.1364
H -2.5319 -5.5299 -1.0016
H -2.4078 -3.0909 -1.5027
H 1.6156 -3.3295 -2.2938
```

Calculated values
- Gap between HOMO and LUMO: 6.893 eV
- Energy relative to the best compared isomer or geometry (same formula, charge and spin): 10.1 kJ/mol
- DFT total energy: -2483.941882 hartree
- HOMO: -6.91 eV

Charges in e, computed with Löwdin, in the same order as the atoms: Pt 1.099; C -0.390; Si 0.630; C -0.230; N -0.232; C -0.224; C -0.166; C -0.185; C -0.181; C -0.170; C -0.245; C -0.102; C -0.085; C -0.100; C -0.106; C -0.094; C -0.231; C -0.086; C -0.089; C -0.099; C -0.094; C -0.104; H -0.023; H 0.009; H 0.088; H 0.078; H 0.110; H 0.103; H 0.103; H 0.106; H 0.108; H 0.103; H 0.116; H 0.107; H 0.115; H 0.089; H 0.103; H 0.100; H 0.100; H 0.104; H 0.094; H 0.097; H 0.099; H 0.098; H 0.099; H 0.092; C -0.063; O -0.064; C -0.272; C -0.008; C -0.031; C -0.120; C -0.361; C -0.004; O -0.154; C -0.343; O -0.206; C 0.062; H 0.093; H 0.096; H 0.082; H 0.115; H 0.105; H 0.091; H 0.088; H 0.082; H 0.092; Cl 0.697; C -0.639; C -0.083; C -0.035; C -0.120; N -0.089; C -0.140; H 0.115; H 0.114; H 0.089; H 0.096

***

3.
Below is a structure of composition C33H37IN4PdSSi, with properties calculated with the ωB97M-V functional and the def2-TZVPD basis.

```
78
C33H37IN4PdSSi | OMol25 | the ωB97M-V functional and the def2-TZVPD basis
Pd 0.1691 0.9758 0.1613
I -2.1991 1.6164 -0.8277
C -2.6931 2.4541 1.0207
C -3.9184 3.0461 1.1206
C -4.3147 3.5929 2.3554
C -3.4744 3.4985 3.4227
C -2.2088 2.8715 3.3196
C -1.3869 2.7780 4.4650
C -0.1788 2.1664 4.3680
C 0.2651 1.6411 3.1339
C -0.4568 1.7010 1.9630
C -1.7575 2.3257 2.0776
H -4.5788 3.0930 0.2657
H -5.2810 4.0710 2.4465
H -3.7638 3.9029 4.3855
H -1.7425 3.1930 5.4004
H 0.4639 2.0759 5.2363
H 1.2350 1.1713 3.1564
C 2.0339 0.5667 0.9095
Si 2.0405 -1.2301 1.4193
C 0.3690 -1.7501 2.1569
N -0.7567 -1.5595 1.2440
C -0.9189 -2.6615 0.2832
C -2.3236 -3.2552 0.2740
C -2.7297 -3.6546 1.6911
C -2.6181 -2.4529 2.6554
C -2.0019 -1.2486 1.9448
C 3.3067 -1.5739 2.7781
C 4.4871 -2.2854 2.5558
C 5.4057 -2.4970 3.5759
C 5.1601 -1.9988 4.8464
C 3.9946 -1.2855 5.0916
C 3.0833 -1.0770 4.0669
C 2.4192 -2.3741 -0.0267
C 2.4657 -3.7588 0.1760
C 2.6734 -4.6368 -0.8752
C 2.8432 -4.1453 -2.1651
C 2.8124 -2.7786 -2.3871
C 2.6050 -1.9055 -1.3247
H 2.7459 0.7562 0.0993
H 2.3431 1.2204 1.7185
H 0.2193 -1.0874 3.0156
H 0.4091 -2.7754 2.5624
H -0.2176 -3.4659 0.5313
H -0.6435 -2.3355 -0.7294
H -2.3319 -4.1240 -0.3881
H -3.0406 -2.5409 -0.1399
H -2.0693 -4.4616 2.0211
H -3.7413 -4.0637 1.6920
H -2.0051 -2.7161 3.5202
H -3.5986 -2.1707 3.0465
H -1.7992 -0.4438 2.6506
H -2.7160 -0.8432 1.2213
H 4.6933 -2.6808 1.5674
H 6.3151 -3.0513 3.3789
H 5.8742 -2.1642 5.6433
H 3.7975 -0.8922 6.0813
H 2.1792 -0.5144 4.2780
H 2.3344 -4.1571 1.1777
H 2.7040 -5.7039 -0.6930
H 3.0046 -4.8281 -2.9900
H 2.9492 -2.3878 -3.3886
H 2.5934 -0.8380 -1.5071
C 1.9174 4.6990 -4.3810
C 2.8438 3.6369 -3.7860
C 2.0858 2.4569 -3.2742
N 1.7729 2.2761 -2.0443
N 1.0099 1.1570 -1.8426
C 0.7658 0.4913 -2.9348
N 0.0731 -0.6743 -2.9587
S 1.4682 1.2091 -4.3386
H 2.4955 5.5534 -4.7311
H 1.2074 5.0458 -3.6307
H 1.3531 4.3024 -5.2264
H 3.3952 4.0448 -2.9391
H 3.5731 3.3107 -4.5300
H -0.3395 -0.9541 -2.0783
H -0.4443 -0.9156 -3.7858
```

Calculated values
- Gap between HOMO and LUMO: 7.156 eV
- Energy relative to the best compared isomer or geometry (same formula, charge and spin): 16.7 kJ/mol
- DFT total energy: -2611.971221 hartree
- HOMO: -7.13 eV

Charges in e, computed with Löwdin, in the same order as the atoms: Pd 0.517; I 1.090; C -0.612; C -0.169; C -0.086; C -0.040; C -0.172; C -0.054; C -0.076; C -0.142; C -0.208; C -0.243; H 0.086; H 0.103; H 0.111; H 0.108; H 0.103; H 0.044; C -0.309; Si 0.635; C -0.240; N -0.214; C -0.193; C -0.190; C -0.184; C -0.162; C -0.221; C -0.232; C -0.094; C -0.091; C -0.098; C -0.090; C -0.097; C -0.251; C -0.119; C -0.086; C -0.093; C -0.092; C -0.105; H -0.008; H -0.008; H 0.073; H 0.095; H 0.106; H 0.088; H 0.112; H 0.107; H 0.107; H 0.102; H 0.102; H 0.107; H 0.105; H 0.089; H 0.095; H 0.099; H 0.098; H 0.100; H 0.086; H 0.108; H 0.101; H 0.098; H 0.098; H 0.072; C -0.097; C -0.244; C -0.597; N 0.051; N -0.152; C -0.742; N 0.116; S 1.099; H 0.073; H 0.081; H 0.068; H 0.116; H 0.107; H 0.055; H 0.103